Formula: C36H88N8O4
Source: the OMol25 dataset
Level of theory: ωB97M-V/def2-TZVPD

- HOMO-LUMO gap (eV) = 8.61
- E_LUMO (eV) = 0.36
- E_tot (hartree) = -2163.36886
- structure (SMILES) = CCN(CC)CC.CCN(CC)CC.CCN(CC)CC.CCN(CC)CC.CNC(C)=O.CNC(C)=O.CNC(C)=O.CNC(C)=O
- energy above the lowest of the compared OMol25 structures with the same formula, charge and spin (kJ/mol) = 165.14

Element x y z (Å)
C  10.647  -6.225  -1.054
C  9.987  -7.552  -1.394
N  8.575  -7.680  -1.098
C  8.393  -7.776  0.392
C  7.056  -8.337  0.778
C  7.771  -6.605  -1.663
C  7.824  -6.636  -3.180
H  10.364  -5.838  -0.075
H  10.446  -5.329  -1.641
H  11.728  -6.364  -1.091
H  10.104  -7.592  -2.477
H  10.555  -8.369  -0.950
H  9.195  -8.407  0.776
H  8.516  -6.841  0.939
H  6.325  -7.533  0.693
H  6.854  -9.177  0.115
H  7.047  -8.682  1.812
H  8.127  -5.656  -1.260
H  6.755  -6.732  -1.291
H  8.821  -6.313  -3.476
H  7.093  -6.034  -3.720
H  7.726  -7.642  -3.590
C  2.333  -11.178  -1.771
C  0.924  -11.260  -1.086
N  0.011  -10.193  -1.538
C  -1.179  -10.025  -0.765
C  -0.888  -9.558  0.657
C  -0.298  -10.284  -3.005
C  -1.347  -11.395  -3.288
H  3.050  -11.875  -1.339
H  2.741  -10.168  -1.817
H  2.164  -11.523  -2.791
H  0.467  -12.244  -1.187
H  1.119  -11.166  -0.018
H  -1.801  -9.308  -1.300
H  -1.704  -10.973  -0.648
H  -0.465  -10.373  1.244
H  -0.127  -8.793  0.808
H  -1.795  -9.176  1.125
H  0.613  -10.325  -3.601
H  -0.731  -9.325  -3.289
H  -2.337  -11.037  -3.007
H  -1.168  -12.348  -2.790
H  -1.507  -11.534  -4.357
C  11.278  -16.091  3.957
C  11.173  -16.428  2.431
N  10.552  -15.344  1.627
C  10.636  -15.712  0.197
C  12.027  -15.633  -0.397
C  9.095  -14.983  1.900
C  8.814  -13.559  1.405
H  11.746  -16.953  4.432
H  10.321  -15.992  4.468
H  11.899  -15.212  4.133
H  12.165  -16.781  2.149
H  10.501  -17.285  2.416
H  10.222  -16.691  -0.045
H  9.984  -15.080  -0.406
H  12.397  -14.610  -0.332
H  12.733  -16.320  0.071
H  11.928  -15.896  -1.450
H  8.923  -15.042  2.975
H  8.455  -15.695  1.379
H  8.435  -12.975  2.244
H  8.119  -13.647  0.571
H  9.702  -13.140  0.932
C  15.134  -16.861  -7.241
C  15.357  -16.696  -5.693
N  16.473  -17.378  -5.151
C  16.226  -17.595  -3.708
C  15.451  -18.866  -3.367
C  17.705  -16.610  -5.488
C  18.905  -17.558  -5.341
H  15.894  -16.382  -7.858
H  14.174  -16.476  -7.586
H  15.216  -17.930  -7.433
H  15.481  -15.672  -5.342
H  14.488  -17.047  -5.136
H  15.826  -16.677  -3.276
H  17.194  -17.703  -3.218
H  15.254  -19.003  -2.304
H  16.047  -19.714  -3.704
H  14.504  -18.890  -3.906
H  17.702  -16.349  -6.546
H  17.798  -15.717  -4.870
H  18.709  -18.480  -5.887
H  19.765  -17.158  -5.879
H  19.240  -17.686  -4.311
C  10.002  -15.151  -10.970
N  9.382  -14.187  -10.036
C  8.170  -14.320  -9.420
C  7.470  -15.713  -9.468
O  7.635  -13.392  -8.789
H  9.545  -16.127  -11.133
H  11.001  -15.324  -10.571
H  10.144  -14.794  -11.990
H  9.792  -13.268  -9.949
H  6.750  -15.812  -8.656
H  8.206  -16.511  -9.374
H  6.952  -15.797  -10.423
C  8.070  -11.961  -3.567
N  9.493  -11.871  -3.309
C  10.373  -12.564  -4.025
C  9.994  -13.665  -5.004
O  11.581  -12.312  -3.937
H  7.932  -11.847  -4.642
H  7.577  -11.107  -3.102
H  7.730  -12.902  -3.133
H  9.903  -11.219  -2.656
H  10.378  -13.444  -6.000
H  8.920  -13.830  -5.093
H  10.430  -14.606  -4.670
C  11.048  -9.668  -8.716
N  12.083  -8.996  -9.432
C  12.773  -9.723  -10.288
C  13.976  -8.989  -10.844
O  12.375  -10.806  -10.701
H  10.618  -8.872  -8.108
H  11.509  -10.391  -8.043
H  10.230  -10.131  -9.267
H  12.278  -8.018  -9.277
H  14.485  -8.393  -10.086
H  13.578  -8.281  -11.571
H  14.643  -9.716  -11.306
C  16.722  -12.017  -2.357
N  16.178  -11.824  -3.663
C  16.828  -11.614  -4.825
C  15.926  -11.394  -6.002
O  18.029  -11.523  -4.885
H  16.802  -13.057  -2.043
H  16.099  -11.560  -1.588
H  17.726  -11.604  -2.257
H  15.199  -12.061  -3.731
H  16.254  -12.140  -6.726
H  16.018  -10.368  -6.359
H  14.906  -11.592  -5.671

Formula: C36H90Cl4O32P6
Source: the OMol25 dataset
Level of theory: ωB97M-V/def2-TZVPD

- HOMO-LUMO gap (eV) = 10.56
- E_LUMO (eV) = 0.27
- E_tot (hartree) = -7722.69954
- structure (SMILES) = COP(=O)(OC)OC.COP(=O)(OC)OC.COP(=O)(OC)OC.COP(=O)(OC)OC.COP(=O)(OC)OC.COP(=O)(OC)OC.CCOC(C)=O.CCOC(C)=O.CCOC(C)=O.CCOC(C)=O.ClCCl.ClCCl

Element x y z (Å)
C  7.240  1.105  4.794
O  7.294  -0.165  4.204
P  7.237  -0.321  2.555
O  6.550  0.756  1.856
O  6.635  -1.787  2.325
C  5.996  -2.275  1.175
O  8.715  -0.614  2.066
C  9.520  -1.542  2.725
H  6.375  1.214  5.449
H  7.188  1.882  4.031
H  8.165  1.284  5.342
H  6.607  -3.014  0.655
H  5.694  -1.485  0.488
H  5.129  -2.881  1.436
H  9.169  -1.907  3.691
H  10.476  -1.031  2.835
H  9.627  -2.390  2.049
C  5.319  2.168  -4.895
O  4.957  1.767  -3.600
P  3.627  2.518  -2.940
O  2.371  1.973  -3.420
O  3.877  2.141  -1.341
C  5.127  1.935  -0.710
O  3.912  4.106  -3.046
C  3.050  5.103  -2.501
H  5.566  1.323  -5.538
H  6.055  2.971  -4.853
H  4.546  2.735  -5.414
H  5.176  0.860  -0.541
H  5.059  2.381  0.282
H  5.999  2.271  -1.272
H  2.829  5.754  -3.347
H  3.591  5.695  -1.763
H  2.125  4.752  -2.043
C  -0.533  -1.225  3.359
O  -1.428  -2.285  3.100
P  -1.765  -3.321  4.297
O  -0.682  -3.679  5.187
O  -2.979  -2.533  5.044
C  -3.605  -3.268  6.104
O  -2.530  -4.546  3.587
C  -2.001  -5.298  2.521
H  -0.353  -1.121  4.429
H  -0.965  -0.231  3.238
H  0.334  -1.312  2.705
H  -3.105  -4.162  6.477
H  -4.586  -3.657  5.833
H  -3.762  -2.624  6.969
H  -2.842  -5.438  1.842
H  -1.448  -6.227  2.661
H  -1.327  -4.716  1.892
C  -4.508  0.769  5.203
O  -3.279  1.335  4.768
P  -3.129  2.902  4.391
O  -3.080  3.735  5.637
O  -1.679  2.770  3.604
C  -1.169  3.937  2.855
O  -4.308  3.199  3.259
C  -4.290  2.719  1.914
H  -4.855  1.255  6.115
H  -4.436  -0.318  5.237
H  -5.303  1.023  4.501
H  -1.898  4.722  2.654
H  -0.691  3.528  1.965
H  -0.375  4.405  3.437
H  -4.746  3.458  1.254
H  -4.812  1.767  1.822
H  -3.301  2.489  1.518
C  6.001  -5.776  -1.009
O  5.837  -4.394  -1.345
P  4.305  -3.959  -1.849
O  3.752  -4.592  -3.091
O  3.354  -4.035  -0.511
C  1.999  -3.738  -0.633
O  4.572  -2.372  -1.946
C  4.528  -1.642  -3.187
H  6.321  -5.908  0.025
H  6.817  -6.226  -1.574
H  5.207  -6.503  -1.176
H  1.514  -4.645  -0.274
H  1.644  -3.628  -1.658
H  1.872  -2.880  0.027
H  4.584  -2.122  -4.164
H  5.443  -1.065  -3.055
H  3.685  -0.952  -3.172
C  -2.714  -1.390  -2.952
O  -1.585  -1.677  -3.784
P  -1.527  -3.073  -4.665
O  -2.610  -3.272  -5.681
O  -0.047  -2.978  -5.395
C  1.084  -2.445  -4.730
O  -1.307  -4.258  -3.585
C  -1.057  -5.582  -4.049
H  -2.608  -2.042  -2.085
H  -3.618  -1.734  -3.453
H  -2.844  -0.364  -2.607
H  1.750  -3.145  -4.226
H  0.919  -1.646  -4.007
H  1.671  -1.998  -5.533
H  -0.708  -5.660  -5.078
H  -2.040  -6.051  -4.077
H  -0.380  -6.030  -3.320
C  -5.047  2.998  -3.535
C  -5.485  2.418  -2.209
O  -6.811  1.854  -2.281
C  -7.513  1.409  -1.209
C  -8.698  0.420  -1.538
O  -7.311  1.737  -0.047
H  -4.070  3.476  -3.459
H  -5.863  3.609  -3.920
H  -4.900  2.201  -4.264
H  -4.799  1.655  -1.840
H  -5.461  3.235  -1.487
H  -9.612  0.614  -0.976
H  -8.399  -0.577  -1.215
H  -8.781  0.445  -2.625
C  -5.509  -6.935  3.705
C  -5.865  -6.201  2.332
O  -5.130  -5.020  2.038
C  -5.509  -3.812  2.458
C  -4.614  -2.731  1.926
O  -6.420  -3.491  3.228
H  -4.473  -7.273  3.695
H  -6.170  -7.771  3.935
H  -5.571  -6.218  4.524
H  -5.639  -6.865  1.497
H  -6.926  -5.950  2.343
H  -4.643  -1.858  2.578
H  -4.846  -2.402  0.913
H  -3.584  -3.086  1.893
C  -3.622  6.959  -1.784
C  -3.148  5.633  -1.340
O  -2.692  4.875  -2.380
C  -1.721  5.250  -3.250
C  -1.554  4.306  -4.341
O  -0.891  6.145  -3.063
H  -2.826  7.679  -1.977
H  -4.153  7.469  -0.981
H  -4.207  6.765  -2.683
H  -2.380  5.825  -0.590
H  -3.991  5.157  -0.838
H  -0.897  4.731  -5.099
H  -2.518  4.035  -4.771
H  -1.024  3.415  -4.002
C  2.523  1.131  3.004
C  2.090  2.233  2.003
O  1.910  3.464  2.698
C  2.210  4.643  2.199
C  2.004  5.845  3.114
O  2.486  4.900  1.062
H  3.407  1.443  3.560
H  2.697  0.203  2.459
H  1.739  1.104  3.761
H  2.760  2.233  1.143
H  1.168  1.917  1.514
H  1.412  6.601  2.597
H  2.970  6.297  3.343
H  1.462  5.630  4.035
Cl  -0.858  0.603  0.097
C  0.348  0.790  -1.221
Cl  1.304  -0.650  -1.553
H  -0.089  1.155  -2.150
H  1.045  1.569  -0.912
Cl  1.594  0.240  -7.632
C  1.218  1.468  -6.358
Cl  -0.382  2.261  -6.714
H  1.088  1.006  -5.380
H  1.983  2.243  -6.321

Formula: C36H90CrLiN6O4P
Source: the OMol25 dataset
Level of theory: ωB97M-V/def2-TZVPD

- multiplicity = 4
- HOMO-LUMO gap (spin up / spin down) (eV) = 5.59 / 6.20
- E_LUMO (spin up / spin down) (eV) = -4.29 / -3.68
- E_tot (hartree) = -3448.44539
- total charge = +1
- expectation value of S² = 3.823

Element x y z (Å)
Cr  2.704  -0.485  -1.164
Li  0.182  2.061  0.448
P  0.479  -0.157  -0.657
O  1.092  -0.088  -2.136
O  1.666  0.869  -0.196
O  1.340  -1.386  -0.128
O  -0.745  0.430  -0.097
C  -3.012  -0.331  -2.713
C  -3.996  0.206  -1.677
N  -5.239  0.749  -2.201
C  -5.997  -0.206  -3.006
C  -6.240  -1.520  -2.311
C  -5.056  2.016  -2.887
C  -6.317  2.866  -2.887
H  -2.047  -0.612  -2.280
H  -2.771  0.457  -3.434
H  -3.369  -1.194  -3.279
H  -4.217  -0.513  -0.887
H  -3.461  0.994  -1.134
H  -6.967  0.267  -3.187
H  -5.569  -0.318  -4.018
H  -5.320  -2.076  -2.118
H  -6.742  -1.385  -1.351
H  -6.885  -2.160  -2.915
H  -4.735  1.834  -3.930
H  -4.243  2.576  -2.420
H  -7.104  2.414  -3.493
H  -6.113  3.821  -3.379
H  -6.698  3.019  -1.881
C  2.737  -1.389  4.176
C  3.003  -1.482  2.668
N  4.345  -1.935  2.287
C  4.685  -3.269  2.776
C  3.870  -4.387  2.135
C  5.346  -0.964  2.751
C  6.688  -1.053  2.036
H  1.772  -0.931  4.391
H  3.505  -0.773  4.646
H  2.759  -2.384  4.618
H  2.248  -2.116  2.203
H  2.862  -0.506  2.192
H  5.729  -3.488  2.551
H  4.611  -3.321  3.871
H  2.813  -4.323  2.397
H  3.902  -4.354  1.046
H  4.239  -5.352  2.479
H  5.518  -1.055  3.834
H  4.947  0.042  2.590
H  7.400  -0.371  2.500
H  6.579  -0.807  0.979
H  7.116  -2.054  2.075
C  5.397  -2.787  -0.895
C  4.852  -2.280  -2.220
N  3.366  -2.158  -2.297
C  2.792  -3.474  -1.855
C  1.333  -3.706  -2.184
C  3.004  -1.895  -3.717
C  3.510  -0.552  -4.193
H  4.890  -2.343  -0.030
H  6.459  -2.566  -0.827
H  5.242  -3.862  -0.809
H  5.295  -1.306  -2.453
H  5.186  -2.929  -3.038
H  2.976  -3.569  -0.791
H  3.336  -4.251  -2.409
H  0.679  -2.931  -1.791
H  1.029  -4.645  -1.721
H  1.163  -3.820  -3.253
H  3.376  -2.725  -4.324
H  1.919  -1.887  -3.781
H  3.037  -0.293  -5.143
H  3.238  0.283  -3.532
H  4.579  -0.520  -4.397
C  -4.571  -1.640  1.643
C  -3.060  -1.581  1.477
N  -2.393  -2.864  1.663
C  -2.876  -3.908  0.760
C  -2.663  -3.638  -0.729
C  -0.955  -2.712  1.673
C  -0.241  -3.880  2.316
H  -4.919  -0.614  1.796
H  -4.866  -2.224  2.512
H  -5.080  -2.004  0.749
H  -2.764  -1.135  0.510
H  -2.667  -0.865  2.206
H  -2.387  -4.827  1.087
H  -3.939  -4.049  0.952
H  -3.371  -2.874  -1.063
H  -1.674  -3.246  -0.982
H  -2.801  -4.543  -1.320
H  -0.700  -1.823  2.262
H  -0.559  -2.483  0.669
H  -0.689  -4.048  3.304
H  0.778  -3.632  2.610
H  -0.319  -4.814  1.765
C  -2.593  2.451  1.982
C  -1.414  1.819  2.693
N  -0.107  2.442  2.440
C  -0.061  3.888  2.706
C  -0.293  4.290  4.157
C  0.920  1.674  3.153
C  2.346  2.134  2.901
H  -2.719  3.499  2.257
H  -3.497  1.927  2.285
H  -2.460  2.392  0.899
H  -1.638  1.805  3.772
H  -1.329  0.774  2.391
H  0.925  4.235  2.392
H  -0.778  4.386  2.053
H  0.397  3.786  4.834
H  -0.121  5.355  4.314
H  -1.320  4.077  4.454
H  0.822  0.629  2.840
H  0.739  1.675  4.238
H  2.549  3.101  3.362
H  2.581  2.169  1.836
H  3.045  1.435  3.363
C  -2.198  5.355  -0.459
C  -0.773  5.205  -0.978
N  -0.387  3.807  -1.207
C  -1.369  3.034  -1.981
C  -1.670  3.531  -3.384
C  0.937  3.725  -1.838
C  2.063  4.075  -0.887
H  -2.927  5.174  -1.251
H  -2.359  6.357  -0.069
H  -2.388  4.614  0.317
H  -0.673  5.786  -1.906
H  -0.093  5.603  -0.225
H  -1.034  1.995  -2.021
H  -2.298  2.953  -1.410
H  -2.139  4.520  -3.407
H  -0.760  3.661  -3.977
H  -2.320  2.848  -3.929
H  1.003  4.332  -2.750
H  1.078  2.683  -2.144
H  2.019  3.506  0.044
H  2.019  5.126  -0.588
H  3.036  3.915  -1.351

M list, top to bottom, in g mol⁻¹: 697.152 1362.740 761.065